Record 1
29
Properties=species:S:1:pos:R:3:mulliken_charge:R:1 method="wB97M-V/def2-TZVPD" gap_ev="5.921 / 6.020" total_charge=+3 multiplicity=5 energy_ev=-57298.054 s_squared=6.0065
Ho 0.548 1.944 -0.306 0.75
S -0.267 -0.249 -1.622 -0.04
O 1.019 3.019 -3.615 -0.05
O -1.530 4.540 -1.467 -0.02
O 1.948 5.184 -0.609 -0.03
O 3.825 1.894 -1.632 -0.04
N 0.553 -1.937 0.304 0.10
N -1.513 -0.905 0.728 0.19
C 0.757 -2.207 1.735 -1.05
C -2.317 0.314 0.614 -0.78
C -2.228 -2.055 1.303 -1.18
C 0.822 2.586 -2.561 0.29
C -0.963 3.673 -0.948 0.33
C 1.732 -2.139 -0.547 -1.03
C -0.431 -1.093 -0.094 0.08
C 2.812 1.889 -1.073 0.38
C 1.512 4.126 -0.445 0.42
H -3.303 -1.938 1.105 0.51
H 0.174 -3.090 2.029 0.31
H -2.086 -2.080 2.393 0.38
H 1.402 -2.301 -1.581 0.45
H -2.717 0.453 -0.402 0.40
H 1.823 -2.409 1.891 0.45
H 2.273 -3.014 -0.167 0.44
H 2.429 -1.283 -0.525 0.35
H 0.479 -1.344 2.357 0.40
H -1.728 1.198 0.928 0.08
H -3.135 0.231 1.334 0.51
H -1.891 -3.007 0.874 0.39

---

Record 2
31
Properties=species:S:1:pos:R:3:mulliken_charge:R:1 method="wB97M-V/def2-TZVPD" gap_ev="7.728 / 8.373" total_charge=0 multiplicity=3 energy_ev=-35581.014 s_squared=2.0055
Pt -0.097 -0.402 0.435 0.89
I 1.370 -6.317 1.107 0.16
O -1.902 -1.359 -0.162 -0.65
O -3.916 -0.851 -0.975 -0.66
O 1.814 1.668 -2.528 -0.66
O 1.443 0.115 -0.967 -0.68
O 1.097 1.808 1.643 -0.49
N 0.951 -2.109 1.077 -0.28
N -1.047 1.302 -0.438 0.12
N 2.232 -2.238 0.703 0.11
C -0.809 2.569 0.286 -0.46
C 0.482 -3.341 1.235 -0.23
C 0.627 2.794 0.733 -0.76
C 1.495 -4.273 0.988 -0.59
C -0.440 1.330 -1.795 -0.45
C -2.490 0.977 -0.532 -0.48
C 2.599 -3.524 0.639 -0.04
C -2.812 -0.534 -0.591 0.46
C 1.077 1.058 -1.783 0.24
H 2.742 -1.412 0.426 0.27
H -1.102 3.413 -0.352 0.36
H 3.597 -3.815 0.362 0.46
H 1.322 2.785 -0.105 0.31
H -2.938 1.454 -1.407 0.35
H -0.900 0.518 -2.364 0.47
H -1.466 2.572 1.158 0.32
H 0.680 3.790 1.186 0.42
H 0.593 1.869 2.462 0.35
H -0.658 2.277 -2.295 0.33
H -2.994 1.372 0.351 0.33
H -0.550 -3.493 1.501 0.47

---

Record 3
23
Properties=species:S:1:pos:R:3:mulliken_charge:R:1 method="wB97M-V/def2-TZVPD" gap_ev="5.880 / 5.834" total_charge=0 energy_ev=-12501.400
N 0.439 0.499 -0.728 0.22
N 0.981 -1.556 -1.950 -0.35
C -0.568 -2.858 1.307 -0.48
C 2.153 0.215 1.097 -1.37
C 1.079 0.955 0.520 0.61
C -1.092 1.315 -2.461 -1.61
C -0.503 -1.592 1.705 -0.43
C -0.406 2.516 -0.142 -0.43
C 0.817 -0.461 -1.424 0.55
C 0.449 2.134 0.839 -0.98
C -0.475 1.532 -1.136 0.60
H 1.599 -2.077 -2.456 0.26
H -1.425 -3.369 0.824 0.24
H -1.223 -0.719 1.485 0.19
H -1.146 3.413 -0.290 0.27
H 2.546 0.531 2.048 0.32
H 0.337 -1.178 2.273 0.25
H -1.525 0.362 -2.482 0.38
H 2.367 -0.789 0.846 0.34
H 0.754 2.702 1.697 0.44
H -0.284 1.296 -3.132 0.37
H -1.759 2.116 -2.628 0.37
H 0.051 -3.663 1.759 0.23

---

Record 4
24
Properties=species:S:1:pos:R:3:mulliken_charge:R:1 method="wB97M-V/def2-TZVPD" gap_ev="7.541 / 7.376" total_charge=0 energy_ev=-14550.816
O 0.006 2.069 1.151 -0.60
N -1.604 -0.615 1.627 -0.65
N -2.577 0.172 1.238 0.09
C 0.681 -0.714 -1.200 -0.56
C 1.894 0.088 0.779 -0.75
C 1.654 -1.731 -1.351 -0.92
C 2.871 -1.655 -0.624 -0.50
C -2.712 0.465 -0.186 -0.68
C 0.846 0.209 -0.143 1.21
C -1.427 1.315 -0.696 -0.73
C -0.157 1.119 0.119 0.60
C 2.941 -0.768 0.427 -0.40
H -1.068 1.159 -1.767 0.33
H -0.180 -0.647 -1.786 0.38
H 3.840 -0.671 1.115 0.26
H -1.660 -1.287 0.886 0.28
H 3.689 -2.273 -0.835 0.46
H 0.429 1.543 1.971 0.39
H -3.663 0.969 -0.542 0.36
H 1.794 0.635 1.679 0.17
H -2.703 1.044 1.804 0.31
H -2.683 -0.519 -0.702 0.22
H -1.877 2.351 -0.720 0.36
H 1.664 -2.257 -2.244 0.36